1.
Density functional theory data (wB97M-V/def2-TZVPD) for the ion C4H11N2O with charge -1 at a distorted geometry.

As for the SMILES: NCNCCC[O-]. Its total charge is -1. The LUMO energy comes out at 0.1633 hartree. The value obtained for the HOMO energy is -2.958 eV.

Cartesian coordinates (Å):
N (0.66661, 1.77314, 1.60054)
C (1.23782, 1.64572, 0.32345)
N (0.69319, 0.71290, -0.54741)
C (0.96624, -0.80680, -0.24314)
C (-0.54814, -1.66013, -0.69605)
C (-1.86725, -0.77405, -0.50554)
O (-1.71006, 0.18161, 0.48703)
H (-0.29089, 1.92585, 1.40396)
H (0.59834, 0.84660, 1.91735)
H (1.37477, 2.62276, -0.24437)
H (2.35477, 1.41846, 0.56579)
H (-0.40834, 0.67355, -0.38721)
H (1.88727, -1.09792, -0.83363)
H (1.17804, -1.22649, 0.85884)
H (-0.64291, -2.60069, -0.18923)
H (-0.44122, -1.75527, -1.78209)
H (-2.72578, -1.40020, -0.14245)
H (-2.32243, -0.47903, -1.58586)

Atoms 1-2, force components in eV/Å:
-0.3611 1.6059 0.9015
4.6600 1.2041 -0.6903

---

2.
Density functional theory data (wB97M-V/def2-TZVPD) for a cluster of 2 separate species, C4H11N2O in total at a distorted geometry.

Its total charge is -1. The LUMO energy (spin up / spin down) comes out at 0.1484 / 0.1430 hartree. The value obtained for the HOMO energy (spin up / spin down) is -2.645 / -2.784 eV.

Cartesian coordinates (Å):
C (0.70238, 0.81657, -1.02286)
C (0.62393, -1.61723, -0.09352)
C (-1.22666, -0.13814, -0.27808)
C (0.17203, -0.12303, 0.09474)
N (-0.03172, 1.35443, 1.94079)
N (0.61176, 0.27676, 1.39235)
O (-1.40658, -1.31442, 2.12691)
H (0.11417, 1.62729, -1.38974)
H (1.59363, 1.24783, -0.54134)
H (1.01664, 0.17724, -1.77993)
H (-0.01218, -2.32269, 0.44564)
H (1.53466, -1.80763, 0.47974)
H (0.73443, -1.94533, -1.08898)
H (-2.16702, -0.82342, 2.07185)
H (-1.94960, 0.69357, -0.14374)
H (-1.63186, -1.12685, -0.17251)
H (-1.03980, 1.09903, 1.77465)
H (0.07887, 1.31339, 2.94841)

Atoms 1-2, force components in eV/Å:
2.4398 0.3201 2.3527
0.7384 0.5136 2.2160

---

3.
Density functional theory data (wB97M-V/def2-TZVPD) for a cluster of 2 separate species, C4H11N2O in total at a distorted geometry.

Its total charge is -1. The LUMO energy comes out at 0.1421 hartree. The value obtained for the HOMO energy is -2.219 eV.

Cartesian coordinates (Å):
C (1.77597, -0.66484, -1.50784)
C (1.12588, -1.86318, -1.36776)
N (-0.22354, -2.11524, -1.31836)
H (1.26174, 0.24084, -1.67255)
H (2.89721, -0.63667, -1.65041)
H (1.78397, -2.74107, -1.22756)
H (-0.80483, -0.77093, -0.86584)
H (-0.49661, -2.90497, -1.92577)
C (-0.23210, 0.50601, 0.58380)
O (-1.03522, 0.08291, -0.46163)
C (-1.03690, 1.58036, 1.29510)
N (-0.20372, 2.14417, 2.38139)
H (0.09982, -0.32413, 1.22744)
H (0.72973, 0.93788, 0.32083)
H (-1.17370, 2.34796, 0.51147)
H (-2.06647, 1.20898, 1.54339)
H (-0.62421, 2.97310, 2.80457)
H (-0.13113, 1.45307, 3.16649)

Atoms 1-2, force components in eV/Å:
1.5524 -1.4432 -0.1390
-0.0808 -0.3033 -0.4106

---

4.
Density functional theory data (wB97M-V/def2-TZVPD) for the ion C4H11N2O with charge -1 at a distorted geometry.

As for the SMILES: NC[C@@H](N)CC[O-]. Its total charge is -1. The LUMO energy comes out at 0.1551 hartree. The value obtained for the HOMO energy is -2.696 eV.

Cartesian coordinates (Å):
N (1.14068, -1.56267, -0.93036)
C (1.50562, -0.46427, -0.06067)
C (0.39947, 0.49167, 0.50105)
N (1.02391, 1.83343, 0.57666)
C (-0.92366, 0.46572, -0.27917)
C (-1.93931, -0.63202, 0.26890)
O (-1.67348, -1.89449, -0.10097)
H (0.22886, -1.95124, -0.62781)
H (0.97134, -1.24201, -1.87480)
H (2.26451, 0.12535, -0.57856)
H (2.00363, -0.88099, 0.80759)
H (0.21430, 0.19261, 1.53890)
H (0.77646, 2.33711, 1.40040)
H (0.93799, 2.37042, -0.26625)
H (-1.36441, 1.46405, -0.37815)
H (-0.67283, 0.07333, -1.26691)
H (-1.94994, -0.44756, 1.37195)
H (-2.94312, -0.27844, -0.10181)

Atoms 1-2, force components in eV/Å:
-0.4365 -0.5102 0.0072
-0.1302 -0.0194 -0.1394

---

5.
Density functional theory data (wB97M-V/def2-TZVPD) for the ion C4H11N2O with charge -2 at a distorted geometry.

Its total charge is -2. The LUMO energy (spin up / spin down) comes out at 0.2620 / 0.2590 hartree. The value obtained for the HOMO energy (spin up / spin down) is 4.342 / -0.091 eV. As for the multiplicity: 2.

Cartesian coordinates (Å):
C (0.17433, 1.36483, -0.30026)
N (0.04143, 1.85348, 1.05191)
C (-0.20453, -0.12800, -0.62492)
C (0.27748, -0.42480, -2.03892)
N (0.43170, -1.00421, 0.37891)
C (-0.52636, -1.37011, 1.51327)
O (-1.36512, -0.45124, 2.01810)
H (1.20466, 1.47623, -0.64556)
H (-0.47736, 1.91657, -0.98760)
H (0.91002, 1.70140, 1.55703)
H (-0.59418, 1.28924, 1.62686)
H (-1.29396, -0.20037, -0.52484)
H (-0.10751, -1.39982, -2.35106)
H (1.36729, -0.49888, -1.94450)
H (0.00115, 0.36075, -2.75256)
H (1.19443, -0.45238, 0.75312)
H (-1.14800, -2.15047, 1.00074)
H (0.11452, -1.88223, 2.27029)

Atoms 1-2, force components in eV/Å:
-0.7205 -0.8510 -1.1304
0.3864 0.3788 0.9407

---

6.
Density functional theory data (wB97M-V/def2-TZVPD) for a cluster of 3 separate species, C4H11N2O in total at a distorted geometry.

Its total charge is +1. The LUMO energy comes out at -0.3282 hartree. The value obtained for the HOMO energy is -13.072 eV.

Cartesian coordinates (Å):
O (0.08796, -1.52558, -0.28992)
C (0.94677, -0.33082, -0.07211)
N (1.16254, 0.42277, -1.29380)
C (2.34270, -0.56343, 0.54913)
N (2.75384, 0.76325, 0.56794)
C (-3.16541, 0.23623, 0.65397)
C (-2.28789, 0.08794, -0.40913)
H (0.39864, 0.18623, 0.73738)
H (0.46008, 0.57847, -2.03603)
H (2.90983, -1.39741, -0.04494)
H (2.08553, -0.88908, 1.59959)
H (1.98519, 1.02607, -1.31460)
H (3.71212, 0.96492, 0.79849)
H (-3.92395, -0.53660, 1.00226)
H (-2.96730, 1.12328, 1.30570)
H (-0.64592, -1.06956, -0.06632)
H (-3.84448, -0.16117, -1.14456)
H (-2.01027, 1.08448, -0.54303)

Atoms 1-2, force components in eV/Å:
6.6929 0.5888 -0.9052
-2.7190 -1.4460 -1.3589

---

7.
Density functional theory data (wB97M-V/def2-TZVPD) for a cluster of 2 separate species, C4H11N2O in total at a distorted geometry.

Its total charge is +1. The LUMO energy comes out at -0.1447 hartree. The value obtained for the HOMO energy is -13.817 eV.

Cartesian coordinates (Å):
C (0.01326, 2.54507, 0.54081)
C (-2.03684, -0.62340, 0.07458)
C (-1.08762, 0.52704, -0.24700)
C (2.05285, -1.40312, -0.32250)
N (-0.81916, 1.40934, 0.67626)
N (2.32770, -2.68640, -0.53789)
O (0.91633, -1.02124, -0.04206)
H (0.70740, 2.81529, 1.28679)
H (0.75046, 2.41029, -0.36301)
H (-1.81545, -1.55399, -0.49311)
H (-3.16436, -0.29731, -0.15985)
H (-2.04443, -0.59587, 1.18181)
H (-0.67435, 0.81439, -1.29695)
H (2.74019, -0.63156, -0.47375)
H (1.61178, -3.26448, -0.25033)
H (-1.40984, 1.29505, 1.53426)
H (3.21916, -3.06150, -0.41349)
H (-0.44684, 3.46828, 0.38951)

Atoms 1-2, force components in eV/Å:
3.2106 0.1345 -3.2390
-1.6229 2.0482 -0.3557

---

8.
Density functional theory data (wB97M-V/def2-TZVPD) for a cluster of 2 separate species, C4H11N2O in total at a distorted geometry.

Its total charge is +1. The LUMO energy comes out at -0.3311 hartree. The value obtained for the HOMO energy is -13.354 eV.

Cartesian coordinates (Å):
N (-2.87553, -1.47037, 0.15543)
C (-1.30790, 1.60371, -0.06335)
C (-0.34912, 0.59252, -0.41111)
N (0.33190, 0.02713, 0.62740)
C (1.57512, -0.62977, 0.34771)
C (2.64685, 0.31322, -0.26273)
O (-0.12586, 0.33282, -1.58083)
H (-2.51616, -0.56284, -0.04683)
H (-3.87341, -1.51704, 0.26234)
H (-2.48474, -2.32975, -0.17911)
H (-1.81534, 2.06216, -0.91700)
H (-1.43539, 2.01800, 0.93019)
H (0.22279, 0.44217, 1.54372)
H (1.38338, -1.41435, -0.37847)
H (1.92162, -1.08359, 1.27024)
H (3.53732, 0.30333, 0.35958)
H (2.90585, -0.00238, -1.26136)
H (2.25860, 1.31503, -0.39582)

Atoms 1-2, force components in eV/Å:
-0.6352 -0.2976 1.1706
-0.1870 0.3291 -0.4664

---

9.
Density functional theory data (wB97M-V/def2-TZVPD) for the ion C4H11N2O with charge +1 at a distorted geometry.

Its total charge is +1. The LUMO energy comes out at -0.2806 hartree. The value obtained for the HOMO energy is -13.710 eV.

Cartesian coordinates (Å):
N (0.95124, -1.28595, -0.03460)
C (0.72560, 0.14581, -0.60677)
C (-0.54981, 0.38325, -1.24476)
C (-1.82424, 0.10363, -0.54062)
O (-1.89641, -1.16365, 0.08211)
C (0.76525, 1.07682, 0.66108)
N (1.86681, 1.02779, 1.56659)
H (-2.64592, -1.67021, -0.25162)
H (1.70908, -1.69140, -0.57983)
H (0.08072, -1.75130, -0.28665)
H (1.57327, 0.30876, -1.27214)
H (-1.97996, 0.83802, 0.27155)
H (-0.61442, 0.34053, -2.33885)
H (-2.65895, 0.23664, -1.22372)
H (0.61719, 2.11540, 0.36265)
H (-0.12728, 0.79606, 1.22401)
H (2.10291, 0.09753, 1.89730)
H (2.70564, 1.47705, 1.23415)

Atoms 1-2, force components in eV/Å:
-1.1581 1.2711 -0.7396
1.0018 -0.4111 0.1030

---

10.
Density functional theory data (wB97M-V/def2-TZVPD) for a cluster of 2 separate species, C4H11N2O in total at a distorted geometry.

Its total charge is +1. The LUMO energy comes out at -0.1233 hartree. The value obtained for the HOMO energy is -14.372 eV.

Cartesian coordinates (Å):
C (0.42367, -1.44888, -0.95003)
C (0.62194, -2.51106, -1.73979)
N (0.81320, -1.31470, 0.47291)
H (-0.04124, -0.53407, -1.21529)
H (0.36237, -2.44574, -2.79598)
H (1.11787, -3.43886, -1.40325)
H (-0.03610, -1.39644, 0.98854)
H (1.39330, -2.13982, 0.75739)
H (1.12924, -0.36417, 0.71209)
C (-1.82918, 0.93030, 0.57198)
C (-0.43572, 1.40011, 0.36024)
N (0.51322, 1.26688, 1.45446)
O (-0.05625, 1.85374, -0.69309)
H (-2.38143, 1.30445, 1.48961)
H (-1.91176, -0.20657, 0.61495)
H (-2.38286, 1.14405, -0.31409)
H (0.02239, 1.34057, 2.36740)
H (1.20901, 2.01863, 1.39737)

Atoms 1-2, force components in eV/Å:
0.4238 -0.8521 -0.8088
0.4527 0.6157 1.0684

---

Let's list energy relative to the best compared isomer or geometry (same formula, charge and spin) in order: 66.8, 130.9, 39.7, 21.5, 3.0, 302.9, 49.3, 128.8, 121.9, 47.3 kcal/mol.